No. 1
20
Properties=species:S:1:pos:R:3:lowdin_charge:R:1 method="wB97M-V/def2-TZVPD" total_energy_ev=-196155.70398 e_homo_ha=-0.066 total_charge=-2
Cu -0.896 0.109 -0.792 0.376
Cu 0.337 -1.590 -2.599 0.378
As 2.895 -1.305 -0.007 0.663
F 3.760 -0.282 1.073 -0.259
F 1.478 -0.322 0.165 -0.239
F 2.099 -2.397 -1.126 -0.279
F 4.300 -2.306 -0.147 -0.278
F 2.357 -2.282 1.287 -0.246
F 3.424 -0.367 -1.340 -0.247
O 0.310 0.488 -2.507 -0.404
H 0.199 1.412 -2.731 -0.071
O -1.354 -1.954 -1.336 -0.401
H -1.777 -2.699 -1.765 -0.095
P -2.440 1.924 1.703 0.140
F -2.414 1.671 0.076 -0.193
F -4.030 2.235 1.603 -0.183
F -2.774 0.366 1.951 -0.160
F -2.476 2.208 3.295 -0.176
F -0.863 1.604 1.773 -0.152
F -2.134 3.487 1.422 -0.175

=====

No. 2
18
Properties=species:S:1:pos:R:3:lowdin_charge:R:1 method="wB97M-V/def2-TZVPD" relative_energy_kcal_mol=33.1 smiles=NCCNCC[S-] total_energy_ev=-18141.66275 e_homo_ha=-0.095 total_charge=-1
N -0.563 1.937 1.506 -0.030
C -0.997 1.419 0.179 -0.273
C -1.219 -0.146 0.201 -0.264
N -0.676 -0.869 -0.926 -0.104
C 0.729 -0.589 -1.268 -0.333
C 1.757 -1.405 -0.443 -0.714
S 2.431 -0.432 0.984 0.102
H -1.274 1.649 2.170 0.040
H 0.296 1.439 1.708 -0.002
H -1.883 1.908 -0.205 0.086
H -0.120 1.660 -0.420 0.076
H -2.307 -0.148 0.328 0.091
H -0.783 -0.469 1.160 0.088
H -0.811 -1.845 -0.674 0.087
H 0.939 0.417 -0.893 0.026
H 0.762 -0.491 -2.356 0.090
H 2.498 -1.836 -1.121 0.027
H 1.222 -2.199 0.069 0.006

=====

No. 3
13
Properties=species:S:1:pos:R:3:lowdin_charge:R:1 method="wB97M-V/def2-TZVPD" relative_energy_kcal_mol=94.9 smiles="COC1=NC(=O)C=C1" total_energy_ev=-10847.19809 e_homo_ha=-0.374
C -2.190 -0.810 0.061 -0.134
O -1.388 0.257 0.048 -0.079
C -0.045 0.017 0.018 -0.373
N 0.728 -0.925 0.136 0.186
C 2.075 -0.527 0.124 -0.439
O 3.012 -1.140 -0.107 0.192
C 1.847 1.065 0.230 0.034
C 0.569 1.431 -0.080 0.074
H -3.338 -0.593 -0.535 0.179
H -2.197 -1.278 1.025 0.080
H -1.611 -1.432 -0.679 0.093
H 2.663 1.765 -0.087 0.108
H -0.125 2.170 -0.154 0.078

=====

No. 4
62
Properties=species:S:1:pos:R:3:mulliken_spin:R:1 method="wB97M-V/def2-TZVPD" relative_energy_kcal_mol=0.0 total_energy_ev=-69470.32319 e_homo_ha="-0.361 / -0.360" multiplicity=4 total_charge=+1
C -3.034 -2.589 1.211 -0.011
C -3.298 -1.296 0.656 -0.008
C -2.891 -1.317 -0.718 0.005
H -3.798 -0.471 1.169 0.000
C -2.358 -2.617 -1.003 -0.006
C -2.456 -3.402 0.191 -0.008
H -2.221 -4.466 0.281 0.000
H -3.311 -2.929 2.212 -0.001
H -3.017 -0.505 -1.439 0.001
H -2.014 -2.975 -1.976 0.001
Er -0.813 -1.617 0.688 3.052
C 0.337 0.231 -0.480 -0.006
H 0.433 0.031 -1.553 -0.001
H 1.281 0.128 0.074 0.000
H -0.224 1.149 -0.263 -0.003
Si 1.990 2.918 -1.539 -0.001
C 1.272 4.400 -0.716 0.000
C -0.127 4.543 -0.692 0.000
H -0.761 3.813 -1.206 0.000
C -0.716 5.605 0.006 0.000
H -1.804 5.695 0.028 0.000
C 0.084 6.537 0.677 0.000
H -0.380 7.354 1.232 0.000
C 1.479 6.410 0.638 0.000
H 2.103 7.141 1.158 0.000
C 2.074 5.347 -0.051 0.000
H 3.161 5.239 -0.069 0.000
C 1.395 2.800 -3.276 0.000
C 1.021 3.933 -4.026 0.000
H 1.159 4.936 -3.610 0.000
C 0.443 3.778 -5.292 0.000
H 0.137 4.660 -5.858 0.000
C 0.245 2.498 -5.825 0.000
H -0.234 2.377 -6.797 0.000
C 0.665 1.374 -5.106 0.000
H 0.518 0.372 -5.516 0.000
C 1.268 1.523 -3.852 0.000
H 1.613 0.647 -3.294 0.000
H 1.795 1.731 -0.720 0.001
H 3.473 2.971 -1.566 0.000
N 0.273 -4.235 3.115 0.000
C 0.733 -4.435 1.817 0.000
C 1.417 -5.618 1.517 0.000
C 1.836 -5.825 0.205 0.001
C 1.555 -4.858 -0.772 0.001
C 0.879 -3.700 -0.413 -0.001
N 0.487 -3.492 0.883 -0.006
C -0.225 -3.085 3.727 0.000
C -0.328 -3.067 5.123 0.000
C -0.852 -1.931 5.735 0.000
C -1.279 -0.856 4.940 0.001
C -1.160 -0.938 3.559 -0.002
N -0.606 -2.039 2.960 -0.006
H 0.488 -4.993 3.758 0.000
H 1.583 -6.328 2.327 0.000
H 2.366 -6.737 -0.061 0.000
H 1.841 -4.998 -1.814 0.000
H 0.639 -2.897 -1.130 0.000
H 0.010 -3.949 5.671 0.000
H -0.938 -1.884 6.819 0.000
H -1.717 0.041 5.379 0.000
H -1.491 -0.136 2.880 0.000

=====

No. 5
12
Properties=species:S:1:pos:R:3:lowdin_charge:R:1 method="wB97M-V/def2-TZVPD" relative_energy_kcal_mol=20.6 smiles="O=C([O-])[C@@H](O)[C@H](O)Cl" total_energy_ev=-23890.27434 e_homo_ha=-0.181 total_charge=-1
O 1.478 -1.554 -0.905 -0.016
C 1.163 -0.398 -0.599 -0.674
O 1.889 0.545 -0.206 -0.037
C -0.362 -0.118 -0.705 -0.270
O -1.043 -1.276 -0.964 -0.072
C -0.770 0.674 0.897 -0.690
O 0.085 1.669 1.146 -0.120
Cl -0.693 -0.662 2.120 0.530
H -0.605 0.691 -1.401 0.129
H -0.303 -1.937 -0.985 0.083
H -1.814 0.992 0.890 0.078
H 0.975 1.374 0.712 0.059

=====

No. 6
9
Properties=species:S:1:pos:R:3:lowdin_charge:R:1 method="wB97M-V/def2-TZVPD" relative_energy_kcal_mol=13.6 smiles="[H]/N=C/NC=O" total_energy_ev=-7165.89041 e_homo_ha=-0.362
H 2.541 -0.965 0.080 0.058
N 1.524 -0.825 0.173 0.110
C 1.198 0.363 -0.117 -0.311
N -0.063 0.912 -0.078 0.037
C -1.261 0.239 0.127 -0.342
O -1.512 -0.900 -0.152 0.064
H 1.926 1.168 -0.470 0.133
H -0.214 1.828 0.305 0.119
H -2.004 0.939 0.576 0.130